Entry 1:
Computed, not measured: a molecular structure, C14H38Br4Cl2N10O29V, with ωB97M-V/def2-TZVPD.

Structure (XYZ):
```
98
C14H38Br4Cl2N10O29V | the OMol25 dataset | ωB97M-V/def2-TZVPD
C 1.0854 -6.0158 -0.5062
O -0.9275 1.6560 5.6770
C 2.7919 4.1675 -3.2086
H -0.5733 0.3750 -3.6311
N 3.3267 4.7963 -1.9739
H 1.2403 -0.9801 6.7217
H -0.2726 4.2610 3.8656
O 1.8916 2.6396 2.6933
N 1.3867 3.7588 2.9017
H -9.1244 -0.4709 -3.6248
O -0.7028 4.9358 -4.4829
O 2.8073 -3.9361 5.6780
O 1.6516 -0.1372 4.5415
H 2.5319 3.1788 -2.8592
Br -3.2348 -0.7461 -4.0525
H -0.3752 5.7299 -2.2565
N -0.8107 -1.8687 2.2010
N 1.4763 -5.5581 0.8448
C 0.6877 3.9544 4.1548
C -3.6752 2.2868 -1.3081
O 2.4791 1.6135 5.4785
C -8.1394 -0.2075 -3.2151
H 1.9673 4.6499 -3.7043
H 0.6728 3.0142 4.6980
H -1.1701 4.2559 -1.6982
C 3.4659 -0.4043 -1.1625
N -1.5338 4.7106 -3.6373
C -0.7525 0.3540 -4.6941
H 2.0414 -6.1440 -1.0015
O 0.3585 -1.3895 2.0608
O -2.6743 4.2644 -3.8729
H 0.7417 -7.0292 -0.4402
H -7.9592 0.7276 -3.6744
O -2.7649 1.1160 4.4409
H -3.0607 1.6010 -1.8742
H 3.7071 4.0744 -3.8514
O -1.1019 -0.5163 4.8486
N 2.9020 -5.1285 5.4557
C 3.0687 -5.5479 4.0826
C 4.7984 -1.1521 -1.0112
H -2.2421 0.4241 -6.1318
H 0.4532 -5.2941 -1.0406
O 1.6625 2.0962 -0.5416
H 4.9588 -1.3269 0.0541
N 2.0314 0.5163 5.5199
O -0.0268 1.5642 1.0375
H 2.0532 -3.1145 -3.4549
O 2.5422 5.1935 -1.1577
H 3.4657 0.4767 -0.5441
O 2.5581 0.0168 1.8975
H -3.3402 3.3232 -1.3786
H 2.1580 -6.0795 3.7962
C -1.9650 -1.0921 1.7547
O -0.6161 1.1866 3.3506
O 4.5497 4.9057 -1.8540
H -0.3004 -0.5533 -5.1244
V 1.0655 0.6081 2.3011
O 0.5269 0.1028 -0.6847
Br 3.1312 0.2302 -2.9625
O -7.5131 -0.4202 -0.9789
C 2.0806 -3.7980 -4.3263
H -1.6946 -0.1866 1.2183
H 1.1951 4.7478 4.6357
C -2.1476 0.5501 -5.0739
H -2.5200 -1.7276 1.1027
O 1.1271 -4.4150 1.1623
O 0.0168 -3.7716 -5.4130
H -7.3520 -0.9284 -3.4302
O 0.2874 -5.0955 -3.7218
O 1.6146 4.7186 2.2713
H 2.4873 -3.3539 -5.2052
O -1.0246 -2.9834 2.5539
Br 4.7146 -3.0192 -1.8235
O -0.6562 2.0283 -1.2140
C 2.0313 -0.2421 6.8389
H -2.4590 1.6010 -4.8255
H -2.2524 5.6026 -2.0042
N 0.7175 -4.2685 -4.5179
O 2.1779 -6.2587 1.4781
Cl 0.3818 1.4987 -0.4206
N -8.3434 0.0126 -1.7261
O 3.0162 -5.9945 6.2982
C -1.2656 5.1492 -2.2723
H 3.9823 -6.2041 4.0592
N -3.6047 1.8797 0.1541
Br 0.2602 1.9183 -5.3520
H 3.1366 -4.6950 3.3808
H 2.6828 -1.0535 -0.8966
O -3.3806 0.7365 0.4399
H -2.5475 -0.8086 2.6286
H 2.6939 -4.6923 -4.1078
H -4.7493 2.1696 -1.6007
O -3.6934 2.7757 0.9578
H 5.6502 -0.6871 -1.4437
O -9.3937 0.5387 -1.4472
H 1.8675 0.5167 7.6090
Cl -1.4002 0.8443 4.6087
H 2.9834 -0.7574 6.9638
```

- E_HOMO (alpha / beta): -10.3 / -10.3 eV
- 2S+1: 2
- HOMO-LUMO gap (alpha / beta): 8.76 / 8.98 eV
- Lowest unoccupied orbital energy (alpha / beta): -1.6 / -1.4 eV

=====

Entry 2:
Computed, not measured: a molecular structure, C14H14BF9N6OPt, with ωB97M-V/def2-TZVPD.

Structure (XYZ):
```
46
C14H14BF9N6OPt | the OMol25 dataset | ωB97M-V/def2-TZVPD
C -2.4579 -0.2263 -3.9146
C -3.0167 -0.6051 -1.7867
O 0.6586 0.3663 2.3441
C 0.8907 1.8073 4.2884
H -4.5518 -0.6919 -3.3606
F 0.2132 2.8071 3.6620
C 0.9749 3.3949 -1.4299
C 2.0403 -1.5447 -3.4841
F 2.2100 1.9972 4.0525
C 1.9897 -2.0279 -1.3040
N 1.0492 -0.8196 -2.9148
F -1.2940 0.3674 5.3908
N -1.3374 -0.1158 -3.1596
H 0.6139 2.4725 0.6208
F 2.5859 -0.6650 4.2813
C 0.4009 0.3305 3.5942
C 1.2512 -0.8535 4.4162
F 0.9542 -2.0766 3.8892
F 0.9674 -0.8937 5.7553
C 0.6177 2.4563 -0.4633
H 2.2124 -1.4610 -4.5466
H -1.4815 -0.1631 0.9266
C -3.5269 -0.5388 -3.0777
H -0.0653 -2.7641 0.5835
F -1.9457 0.9808 3.3889
H -3.5035 -0.7774 -0.8381
F -1.5902 -1.1312 3.8277
H 2.1450 -2.3784 -0.2904
H 1.0193 3.1369 -3.6722
N 0.2632 1.3329 -1.1234
N 0.3893 1.5177 -2.4749
Pt -0.3849 -0.3791 -0.2836
N -1.6881 -0.3452 -1.8519
C 2.6490 -2.3138 -2.4981
H -0.8971 -1.8096 1.8203
C -1.1250 0.1353 4.0609
N 1.0371 -1.1128 -1.5748
C 0.8370 2.7794 -2.6705
F 0.6869 1.9386 5.6323
C -0.8277 -2.0037 0.7493
H 3.4706 -2.9936 -2.6187
H 1.2980 4.3982 -1.2436
B 0.1321 0.3228 -3.4614
H 0.3286 0.6000 -4.6059
H -1.7788 -2.3630 0.3525
H -2.4138 -0.0872 -4.9874
```

- E_HOMO (alpha / beta): -7.4 / -8.4 eV
- 2S+1: 3
- HOMO-LUMO gap (alpha / beta): 8.13 / 4.37 eV
- Energy relative to the best compared isomer or geometry (same formula, charge and spin): 2.850 eV
- Lowest unoccupied orbital energy (alpha / beta): 0.7 / -4.1 eV

=====

Entry 3:
Computed, not measured: 2 unconnected molecules or ions with the total composition C4H10N2O2, with ωB97M-V/def2-TZVPD.

Structure (XYZ):
```
18
C4H10N2O2 | the OMol25 dataset | ωB97M-V/def2-TZVPD
H -1.9869 -2.1801 -1.4137
H 1.6389 -1.7749 2.2817
C -1.1124 0.7776 -1.8391
O 0.8381 1.3313 2.0755
O 2.6586 0.3286 1.2525
N -1.2014 -1.6050 -1.6894
C 1.4217 0.3184 1.7916
H -0.3549 -2.0979 -1.4319
H 0.5226 -1.3786 0.9604
H 0.0384 -1.0353 2.6234
H -0.6364 2.7510 -1.9603
C 0.8838 -1.0727 1.9430
H -1.0148 0.6352 -2.9076
H -0.8247 2.1779 -0.4149
N -1.1247 2.0929 -1.3759
H 2.9367 1.2562 1.1934
H -1.4417 -0.2201 -0.0111
C -1.2410 -0.3045 -1.0775
```

- E_HOMO: -8.1 eV
- 2S+1: 1
- HOMO-LUMO gap: 8.74 eV
- Structure (SMILES): CC(=O)O.N/C=C/N
- Energy relative to the best compared isomer or geometry (same formula, charge and spin): 1.723 eV
- Lowest unoccupied orbital energy: 0.7 eV